# 1
DFT (wB97M-V/def2-TZVPD) results for the ion C3H8NO2 with charge +1.

Geometry (Å):
1 C -2.0044 -0.4104 0.0994
2 O -1.1145 0.8298 0.2061
3 C 0.1882 0.6355 0.2690
4 N 0.9193 1.7048 0.3824
5 C 0.7586 -0.7644 -0.1730
6 O 2.1514 -0.4733 -0.2350
7 H -2.8896 -0.1850 -0.4055
8 H -2.2991 -0.8629 0.9584
9 H -1.4784 -1.1952 -0.4403
10 H 1.9212 1.5479 0.2743
11 H 0.5057 2.6342 0.4743
12 H 0.4551 -1.5197 0.5516
13 H 0.3089 -0.8776 -1.1041
14 H 2.5776 -1.0637 -0.8576

Cartesian forces, eV/Å:
2.50 0.71 -2.19
-0.36 -1.90 0.80
-1.87 -0.31 -1.52
0.22 -0.91 0.07
1.58 3.22 2.57
-0.71 -0.69 0.10
-0.99 1.11 -1.06
-0.27 -0.43 3.40
-0.08 0.35 -0.30
-0.16 0.33 0.12
0.19 -0.43 0.06
0.27 -0.18 -0.07
-0.57 -0.64 -1.85
0.25 -0.22 -0.13

The value obtained for the energy relative to the best compared isomer or geometry (same formula, charge and spin) is 42.7 kcal per mole. The spin multiplicity is 1. The HOMO energy comes out at -16.06 eV. As for the charge: +1. The value obtained for the LUMO energy is -3.9 eV. As for the SMILES: COC(=[NH2+])CO. The value obtained for the total energy is -324.05925 Ha.

Just the Löwdin charges please, in e? Sure, here they are: atom 1 (C): 0.078, atom 2 (O): 0.041, atom 3 (C): -0.245, atom 4 (N): 0.280, atom 5 (C): -0.097, atom 6 (O): -0.023, atom 7 (H): 0.094, atom 8 (H): 0.075, atom 9 (H): 0.087, atom 10 (H): 0.151, atom 11 (H): 0.176, atom 12 (H): 0.149, atom 13 (H): 0.116, atom 14 (H): 0.119

---

# 2
DFT (wB97M-V/def2-TZVPD) results for a cluster of 2 separate species, C3H8NO2 in total.

Geometry (Å):
1 O 1.2343 0.1960 -1.3198
2 C 0.4444 0.4605 -2.2181
3 O -0.9376 0.3585 -2.0327
4 H 0.7624 0.9705 -3.0771
5 H -1.2595 0.2116 -2.9171
6 C -0.4892 0.0879 1.7568
7 C -1.4045 -0.8306 2.0112
8 N 0.9583 -0.2013 1.7516
9 H -0.4985 0.9348 1.1990
10 H -2.4099 -0.3942 2.3770
11 H -1.1184 -2.0486 2.3822
12 H 1.4528 0.6084 1.8480
13 H 1.3358 -0.7704 0.9989
14 H 1.3501 -0.8456 2.4473

Cartesian forces, eV/Å:
-1.71 0.20 -1.37
-0.44 -0.39 4.22
2.78 -0.38 -0.06
0.30 0.35 -1.83
-0.93 0.18 -0.69
0.93 -3.14 0.05
-0.52 -2.09 3.33
0.07 -4.64 0.46
-1.46 3.01 -0.77
1.24 -1.25 -1.59
-0.88 4.10 -1.14
1.88 2.92 -0.04
-0.36 0.73 -1.75
-0.89 0.39 1.17

The value obtained for the energy relative to the best compared isomer or geometry (same formula, charge and spin) is 78.9 kcal per mole. The spin multiplicity is 1. The HOMO energy comes out at -14.80 eV. As for the charge: +1. The value obtained for the LUMO energy is -3.5 eV. The value obtained for the total energy is -324.00151 Ha.

Just the Löwdin charges please, in e? Sure, here they are: atom 1 (O): 0.037, atom 2 (C): -0.276, atom 3 (O): 0.065, atom 4 (H): 0.128, atom 5 (H): 0.097, atom 6 (C): -0.156, atom 7 (C): 0.062, atom 8 (N): 0.199, atom 9 (H): 0.087, atom 10 (H): 0.114, atom 11 (H): 0.179, atom 12 (H): 0.125, atom 13 (H): 0.157, atom 14 (H): 0.182

---

# 3
DFT (wB97M-V/def2-TZVPD) results for the molecule C3H8NO2P.

Geometry (Å):
1 C -0.7902 0.9337 -2.0542
2 C 0.4425 0.3309 -1.3871
3 O 0.1506 -0.9288 -0.7950
4 P 0.0227 -0.9929 0.8668
5 O -0.0925 -1.1575 2.6936
6 C 0.4556 -0.2045 3.3528
7 N 0.9635 0.6479 3.9421
8 H -1.6743 0.6828 -1.4780
9 H -0.8944 0.5446 -3.0600
10 H -0.6941 2.0132 -2.1112
11 H 0.8579 1.0317 -0.6596
12 H 1.2096 0.1569 -2.1366
13 H -1.2443 -0.4189 0.9131
14 H 1.1958 -0.2668 1.0784
15 H 0.0916 -2.3722 0.8349

Cartesian forces, eV/Å:
0.36 -0.12 0.17
-0.25 0.07 -0.42
0.18 -0.09 0.42
0.07 -0.25 -0.88
0.29 0.31 0.13
-0.36 -0.59 -0.11
0.12 0.25 0.06
-0.20 0.07 0.04
-0.19 -0.10 -0.12
-0.05 0.16 -0.05
0.04 -0.02 0.25
0.19 0.00 -0.01
0.04 0.19 0.21
-0.08 0.24 0.16
-0.15 -0.11 0.15

The value obtained for the energy relative to the best compared isomer or geometry (same formula, charge and spin) is 42.1 kcal per mole. The spin multiplicity is 1. The HOMO energy comes out at -10.36 eV. The value obtained for the LUMO energy is 0.6 eV. As for the SMILES: CCO[PH3]OC#N. The value obtained for the total energy is -665.64994 Ha.

Just the Löwdin charges please, in e? Sure, here they are: atom 1 (C): -0.074, atom 2 (C): -0.339, atom 3 (O): -0.431, atom 4 (P): 0.917, atom 5 (O): -0.272, atom 6 (C): -0.522, atom 7 (N): 0.124, atom 8 (H): 0.068, atom 9 (H): 0.072, atom 10 (H): 0.074, atom 11 (H): 0.094, atom 12 (H): 0.112, atom 13 (H): 0.060, atom 14 (H): 0.061, atom 15 (H): 0.056

---

# 4
DFT (wB97M-V/def2-TZVPD) results for a cluster of 2 separate species, C3H8NO3 in total.

Geometry (Å):
1 C 0.2689 -1.2694 0.5400
2 O -0.2537 -0.9775 1.8081
3 C 1.1994 -0.1892 0.0140
4 N 1.3336 -0.3785 -1.4474
5 H 0.8255 -2.2555 0.5735
6 H -0.5690 -1.3723 -0.1710
7 H -0.8217 -0.1731 1.7489
8 H 0.7545 0.7909 0.3223
9 H 2.1855 -0.2886 0.5156
10 H 2.2001 -0.1057 -1.9102
11 H 0.5443 0.1607 -1.8397
12 O -1.8305 1.1148 1.1857
13 C -1.9452 1.4923 -0.0320
14 O -1.2585 1.0837 -1.0291
15 H -2.6333 2.3675 -0.2788

Cartesian forces, eV/Å:
-0.29 -0.69 -0.27
0.45 -0.31 0.83
0.72 0.33 0.17
-0.78 0.47 -0.14
-0.64 0.91 0.10
0.37 -0.02 -0.03
0.03 -0.11 -0.56
0.43 -0.65 -0.50
-0.37 0.08 -0.29
-0.29 0.23 0.70
0.55 -0.45 0.03
-0.75 0.79 -1.66
1.87 -0.47 -0.20
-1.42 0.59 1.33
0.12 -0.70 0.47

The value obtained for the energy relative to the best compared isomer or geometry (same formula, charge and spin) is 22.7 kcal per mole. The spin multiplicity is 1. The HOMO energy comes out at -4.87 eV. As for the charge: -1. The value obtained for the LUMO energy is 4.3 eV. The value obtained for the total energy is -399.64162 Ha.

Just the Löwdin charges please, in e? Sure, here they are: atom 1 (C): -0.329, atom 2 (O): -0.126, atom 3 (C): -0.300, atom 4 (N): -0.027, atom 5 (H): 0.115, atom 6 (H): 0.103, atom 7 (H): 0.027, atom 8 (H): 0.101, atom 9 (H): 0.102, atom 10 (H): 0.040, atom 11 (H): 0.042, atom 12 (O): -0.143, atom 13 (C): -0.550, atom 14 (O): -0.149, atom 15 (H): 0.096

---

# 5
DFT (wB97M-V/def2-TZVPD) results for a cluster of 2 separate species, C3H8NO3 in total.

Geometry (Å):
1 C -0.2969 0.2562 -0.6050
2 N -0.5429 0.5589 0.9027
3 C -0.0835 -0.5608 1.7179
4 O 0.8775 -1.3003 1.2766
5 O -0.6812 -0.5624 2.7988
6 C -1.5245 0.0235 -1.4977
7 H 0.2177 1.1543 -1.2031
8 H 0.5233 -0.5344 -0.7777
9 H -1.4375 1.0425 1.0639
10 H -1.6801 0.8616 -2.2945
11 H -2.4357 -0.0014 -0.8873
12 H -1.2407 -0.8603 -2.0329
13 H 2.3606 -0.4159 1.0702
14 H 2.7751 0.4203 -0.1189
15 O 3.1688 -0.0818 0.5870

Cartesian forces, eV/Å:
2.04 2.71 -0.54
1.57 -1.22 -4.43
-0.03 0.50 0.33
-1.71 1.32 0.76
0.20 -0.89 0.68
-0.01 1.63 -0.49
-0.65 -1.11 1.81
-1.76 0.89 1.10
0.75 -1.04 0.32
0.30 -1.32 1.45
0.09 -0.61 -0.38
-0.94 -0.80 -0.43
0.36 -0.22 -0.47
-0.18 0.30 -0.39
-0.04 -0.15 0.69

The value obtained for the energy relative to the best compared isomer or geometry (same formula, charge and spin) is 30.7 kcal per mole. The spin multiplicity is 1. The HOMO energy comes out at -4.42 eV. As for the charge: -1. The value obtained for the LUMO energy is 3.9 eV. The value obtained for the total energy is -399.62885 Ha.

Just the Löwdin charges please, in e? Sure, here they are: atom 1 (C): -0.283, atom 2 (N): 0.026, atom 3 (C): -0.757, atom 4 (O): -0.129, atom 5 (O): -0.069, atom 6 (C): -0.145, atom 7 (H): 0.101, atom 8 (H): 0.108, atom 9 (H): 0.100, atom 10 (H): 0.079, atom 11 (H): 0.058, atom 12 (H): 0.041, atom 13 (H): 0.000, atom 14 (H): -0.013, atom 15 (O): -0.117

---

# 6
DFT (wB97M-V/def2-TZVPD) results for the ion C3H8NO3 with charge +1.

Geometry (Å):
1 C -0.6453 -0.5827 0.7013
2 C 0.1369 -0.0384 -0.5036
3 N 0.4783 1.3686 -0.2495
4 O -0.5319 0.0324 -1.6617
5 O 1.3533 -0.8853 -0.7257
6 C 2.3996 -0.7216 0.0940
7 O 2.3880 0.1525 0.9078
8 H -0.4392 -1.5752 0.8888
9 H -0.2473 -0.1429 1.5653
10 H -1.7041 -0.3846 0.5805
11 H -0.5184 1.9361 -0.4341
12 H 1.1792 1.9616 -0.8538
13 H 0.7658 1.4410 0.7204
14 H -0.9701 -0.6846 -1.9313
15 H 3.1831 -1.4388 -0.0354

Cartesian forces, eV/Å:
0.02 1.69 -1.39
0.92 -2.28 -0.06
-2.01 4.45 -1.41
2.47 4.72 0.68
-1.09 0.52 -0.60
-1.22 0.71 0.31
0.65 0.47 0.90
0.14 -2.42 -0.28
0.21 1.01 1.44
-0.09 0.01 0.11
3.07 -1.77 0.81
-1.25 -2.11 1.00
0.30 0.33 0.27
-2.60 -4.77 -1.38
0.47 -0.57 -0.39

The value obtained for the energy relative to the best compared isomer or geometry (same formula, charge and spin) is 30.1 kcal per mole. The spin multiplicity is 1. The HOMO energy comes out at -15.54 eV. As for the charge: +1. The value obtained for the LUMO energy is -3.7 eV. As for the SMILES: C[C@]([NH3+])(O)OC=O. The value obtained for the total energy is -399.30323 Ha.

Just the Löwdin charges please, in e? Sure, here they are: atom 1 (C): 0.074, atom 2 (C): -0.537, atom 3 (N): 0.232, atom 4 (O): 0.156, atom 5 (O): 0.075, atom 6 (C): -0.272, atom 7 (O): 0.089, atom 8 (H): 0.088, atom 9 (H): 0.082, atom 10 (H): 0.118, atom 11 (H): 0.276, atom 12 (H): 0.243, atom 13 (H): 0.137, atom 14 (H): 0.079, atom 15 (H): 0.159

---

# 7
DFT (wB97M-V/def2-TZVPD) results for a cluster of 2 separate species, C3H8NO3P in total.

Geometry (Å):
1 C 4.0334 -0.5956 0.6014
2 C -2.4951 -1.1548 0.4482
3 C 0.2737 2.1782 -0.5970
4 N 3.2329 -1.0678 -0.0753
5 O 0.4390 -1.6718 -0.4404
6 O -1.4970 -0.1641 0.4510
7 O 0.3885 0.8575 -1.0397
8 P 0.0567 -0.3429 0.0483
9 H 0.6458 0.0438 1.3279
10 H -3.2640 -0.8006 -0.1817
11 H -3.0645 -1.2212 1.3395
12 H -1.9859 -2.1542 0.2698
13 H 0.9894 2.8488 -1.1327
14 H 0.4296 2.1145 0.4760
15 H -0.7558 2.6862 -0.8846
16 H 2.5730 -1.5559 -0.6107

Cartesian forces, eV/Å:
4.92 2.46 3.93
1.17 -1.76 -0.34
-1.55 2.13 -0.74
-4.35 -1.57 -3.36
-0.12 0.14 -0.08
1.50 1.04 0.15
-0.51 -2.30 0.72
-0.36 0.96 0.14
-0.23 0.01 -1.34
-0.55 -0.32 -1.77
0.30 0.14 1.73
-1.20 1.09 -0.34
-0.07 -0.90 0.69
-0.01 1.12 0.22
1.66 -1.41 0.89
-0.61 -0.83 -0.48

The value obtained for the energy relative to the best compared isomer or geometry (same formula, charge and spin) is 61.1 kcal per mole. The spin multiplicity is 3. The HOMO energy (alpha / beta) comes out at -4.96 / -11.11 eV. The value obtained for the LUMO energy (alpha / beta) is 0.8 / -2.9 eV. The value obtained for the total energy is -740.69667 Ha.

Just the Löwdin charges please, in e? Sure, here they are: atom 1 (C): -0.025, atom 2 (C): -0.112, atom 3 (C): -0.170, atom 4 (N): -0.004, atom 5 (O): -0.315, atom 6 (O): -0.286, atom 7 (O): -0.280, atom 8 (P): 0.560, atom 9 (H): 0.090, atom 10 (H): 0.073, atom 11 (H): 0.067, atom 12 (H): 0.111, atom 13 (H): 0.094, atom 14 (H): 0.055, atom 15 (H): 0.123, atom 16 (H): 0.018

---

# 8
DFT (wB97M-V/def2-TZVPD) results for a structure of composition C3H8NO6P2STaTe.

Geometry (Å):
1 Ta -1.1796 -0.7361 1.7444
2 N 0.9196 -0.8668 -1.6707
3 C 0.5359 0.2816 -0.8016
4 C 1.0720 1.5675 -1.3871
5 P -1.3222 0.2677 -0.8346
6 O -1.7139 1.3504 0.3297
7 O -1.7595 0.6450 -2.1694
8 O -1.7314 -1.0550 -0.2144
9 P 1.3522 -0.0921 0.8253
10 O 0.6947 1.0252 1.8257
11 O 2.7913 0.0349 0.6563
12 O 0.7252 -1.3858 1.3089
13 H 0.5142 -0.7437 -2.6140
14 H 0.5561 -1.7502 -1.2728
15 H 1.9497 -0.9353 -1.7279
16 H 0.6567 1.7566 -2.3778
17 H 2.1611 1.5539 -1.4446
18 H 0.7927 2.4089 -0.7537
19 H -2.2030 2.0941 -0.0464
20 H 1.3768 1.6112 2.1789
21 Te -2.4243 -0.1477 3.8776
22 S -2.0823 -4.1628 2.4528
23 C -1.6818 -2.7216 2.1155

Cartesian forces, eV/Å:
-1.55 -2.02 2.04
0.16 -0.69 -0.41
-0.47 0.29 0.80
0.18 0.38 -0.20
-0.18 1.91 -1.45
0.56 -0.94 -0.53
-0.03 -0.06 -0.40
-0.20 -0.40 0.60
1.76 1.67 -0.29
0.04 -0.87 -0.85
0.34 -0.11 -0.16
-0.52 -0.38 0.40
0.19 -0.06 0.21
0.17 0.20 -0.23
-0.27 0.00 -0.08
-0.06 -0.06 0.01
0.01 -0.07 0.05
-0.02 -0.02 0.03
-0.18 0.25 0.21
-0.06 0.24 0.29
0.11 -0.02 -0.19
0.28 0.68 -0.31
-0.26 0.09 0.46

The value obtained for the energy relative to the best compared isomer or geometry (same formula, charge and spin) is 4.3 kcal per mole. The spin multiplicity is 2. The HOMO energy (alpha / beta) comes out at -11.24 / -11.93 eV. As for the charge: +1. The value obtained for the LUMO energy (alpha / beta) is -4.9 / -4.8 eV. The value obtained for the total energy is -2031.18457 Ha.

Just the Löwdin charges please, in e? Sure, here they are: atom 1 (Ta): 0.938, atom 2 (N): 0.197, atom 3 (C): -0.536, atom 4 (C): -0.058, atom 5 (P): 0.296, atom 6 (O): -0.190, atom 7 (O): -0.208, atom 8 (O): -0.382, atom 9 (P): 0.296, atom 10 (O): -0.190, atom 11 (O): -0.208, atom 12 (O): -0.381, atom 13 (H): 0.183, atom 14 (H): 0.170, atom 15 (H): 0.183, atom 16 (H): 0.099, atom 17 (H): 0.099, atom 18 (H): 0.102, atom 19 (H): 0.123, atom 20 (H): 0.123, atom 21 (Te): 0.395, atom 22 (S): 0.827, atom 23 (C): -0.876

---

# 9
DFT (wB97M-V/def2-TZVPD) results for a structure of composition C3H8NOPS.

Geometry (Å):
1 C 0.9589 0.1804 -1.0683
2 C -0.8751 0.6025 -0.3314
3 C -0.4314 -0.4376 -1.3245
4 N 0.4247 0.7636 0.1414
5 O -0.9553 -0.6434 -2.5798
6 P 0.6833 -0.5024 2.5868
7 S 0.8734 -1.9212 4.0733
8 H 1.8638 -0.4380 -1.0464
9 H 1.1061 1.0249 -1.9058
10 H -1.1167 1.5447 -0.8353
11 H -1.7898 0.5468 0.4033
12 H -0.5516 -1.4212 -0.7156
13 H -1.1924 0.0720 -3.1350
14 H -0.5436 0.1153 2.9681
15 H 1.5458 0.5134 2.7691

Cartesian forces, eV/Å:
0.11 0.96 -2.37
-3.79 1.44 0.54
-0.26 -2.11 1.28
1.98 0.32 1.66
-0.02 -2.04 0.26
-1.55 -2.01 0.81
0.15 0.94 -1.01
-0.18 0.26 0.29
-0.12 -1.48 1.73
-0.09 0.32 -0.47
1.87 -0.52 -1.02
0.52 1.24 -1.46
-0.03 1.58 -0.19
0.36 0.05 -0.41
1.07 1.05 0.35

The value obtained for the energy relative to the best compared isomer or geometry (same formula, charge and spin) is 81.9 kcal per mole. The spin multiplicity is 1. The HOMO energy (alpha / beta) comes out at -8.63 / -8.96 eV. The value obtained for the LUMO energy (alpha / beta) is -0.8 / -1.7 eV. The value obtained for the total energy is -988.47296 Ha.

Just the Löwdin charges please, in e? Sure, here they are: atom 1 (C): -0.173, atom 2 (C): -0.276, atom 3 (C): -0.402, atom 4 (N): -0.032, atom 5 (O): 0.012, atom 6 (P): 0.324, atom 7 (S): 0.018, atom 8 (H): 0.109, atom 9 (H): 0.167, atom 10 (H): 0.123, atom 11 (H): 0.148, atom 12 (H): 0.175, atom 13 (H): 0.078, atom 14 (H): -0.114, atom 15 (H): -0.157

---

# 10
DFT (wB97M-V/def2-TZVPD) results for a cluster of 2 separate species, C3H8NOS in total.

Geometry (Å):
1 C -1.8417 1.1079 2.2645
2 N -1.5746 1.8335 1.1651
3 O -1.3180 0.0597 2.5988
4 H -2.6333 1.5269 2.9313
5 H -2.2319 2.5268 0.8425
6 H -0.9122 1.4046 0.4646
7 C 1.6621 -1.5281 -1.8341
8 C 0.9622 -0.7741 -0.6743
9 S 0.3195 0.8567 -1.2004
10 H 2.5593 -0.9431 -2.0701
11 H 1.0539 -1.4763 -2.7396
12 H 1.9817 -2.5358 -1.5590
13 H 1.7644 -0.6234 0.0527
14 H 0.2086 -1.4353 -0.2419

Cartesian forces, eV/Å:
-0.59 0.03 0.27
0.25 -0.64 0.17
0.23 0.13 -0.08
0.06 0.20 -0.28
0.13 -0.08 0.20
-0.13 0.34 -0.13
0.10 1.14 0.12
0.65 -0.28 -0.61
0.05 -0.33 -0.04
0.02 -0.17 -0.08
-0.11 -0.43 0.08
-0.20 -0.16 -0.10
-0.30 0.01 0.37
-0.16 0.25 0.12

The value obtained for the energy relative to the best compared isomer or geometry (same formula, charge and spin) is 2.8 kcal per mole. The spin multiplicity is 1. The HOMO energy comes out at -2.71 eV. As for the charge: -1. The value obtained for the LUMO energy is 3.8 eV. The value obtained for the total energy is -647.33506 Ha.

Just the Löwdin charges please, in e? Sure, here they are: atom 1 (C): -0.479, atom 2 (N): 0.078, atom 3 (O): -0.040, atom 4 (H): 0.104, atom 5 (H): 0.078, atom 6 (H): -0.082, atom 7 (C): -0.253, atom 8 (C): -0.791, atom 9 (S): 0.205, atom 10 (H): 0.042, atom 11 (H): 0.035, atom 12 (H): 0.043, atom 13 (H): 0.026, atom 14 (H): 0.034